DFT (ωB97M-V/def2-TZVPD) results for a structure of composition C4H4Br2CoF6O6S2.

Calculated values
LUMO (alpha / beta) ... 0.033 / -1.283 eV
Gap between HOMO and LUMO (alpha / beta) ... 10.62 / 9.31 eV
Charge ... 0
HOMO level (alpha / beta) ... -0.389 / -0.389 Eh
Multiplicity ... 4

XYZ file:
```
25
Properties=species:S:1:pos:R:3:forces:R:3
Co -0.01486 -0.91671 -0.62934 -0.27 -0.15 0.21
C -3.65113 -2.44114 -1.80073 -1.65 0.67 -1.09
F -4.90451 -2.07973 -1.54373 -0.31 1.35 -0.43
F -3.49297 -3.43310 -0.99852 1.90 -1.61 0.79
F -3.60541 -2.83109 -3.09247 0.58 0.33 0.83
S -2.48862 -0.98052 -1.47605 -1.32 3.23 0.37
O -3.15901 0.26869 -1.77586 -0.14 -2.14 -0.10
O -1.99916 -1.06781 -0.10549 -1.02 -0.96 2.00
O -1.23140 -1.14051 -2.18812 1.52 -1.16 -2.72
C 3.49586 -2.37591 1.17548 -0.87 2.12 -1.04
F 3.66760 -2.54221 2.45651 0.20 -0.38 0.51
F 4.63356 -1.92653 0.61145 -0.84 -0.11 0.42
F 3.12468 -3.47061 0.57098 -0.12 -0.82 -0.13
S 2.04581 -1.04405 0.99485 3.01 1.52 0.22
O 1.89040 -0.67000 -0.43049 2.51 0.77 -1.57
O 0.75975 -1.63593 1.16727 -2.61 -2.36 2.41
O 2.46635 0.00524 1.89268 -0.32 -0.90 -0.71
Br -0.51045 1.50591 0.10504 -0.80 1.44 0.58
C 0.29453 2.95887 1.22514 1.02 0.24 -0.88
C 0.55333 4.18012 0.34565 -0.71 -0.12 -0.67
Br -1.05420 5.17848 -0.25840 0.41 -0.50 0.39
H 1.27412 2.51720 1.40798 -0.10 0.09 0.52
H -0.27198 3.15831 2.13475 -0.18 -0.42 -0.33
H 1.00085 3.83072 -0.58481 0.11 0.22 0.15
H 1.17686 4.95231 0.79624 -0.03 -0.38 0.28
```
Forces are in eV/Å.

Löwdin atomic charge list, values in e, 8 entries: atom 1 (Co): 0.6587, atom 2 (C): -0.6591, atom 3 (F): 0.1464, atom 4 (F): 0.1976, atom 5 (F): 0.1418, atom 6 (S): 0.5504, atom 7 (O): -0.2516, atom 8 (O): -0.3907

DFT (ωB97M-V/def2-TZVPD) results for a cluster of 18 separate species, C36H102Br6O15 in total.

Calculated values
LUMO ... 0.315 eV
Gap between HOMO and LUMO ... 9.77 eV
Charge ... 0
HOMO level ... -0.347 Eh
Multiplicity ... 1

XYZ file:
```
159
Properties=species:S:1:pos:R:3:forces:R:3
Br 5.27086 1.02971 -1.89652 0.39 -0.25 0.16
C 3.39040 1.34097 -2.12354 0.29 1.53 -1.34
C 2.65476 0.24329 -2.76865 0.18 -1.69 -0.59
Br 2.28192 -1.23015 -1.51921 0.13 -0.07 0.19
H 3.32146 2.24285 -2.79484 -0.07 -0.84 0.75
H 2.97504 1.56719 -1.16981 -0.25 0.22 0.61
H 3.17432 -0.29778 -3.59244 -0.39 0.91 0.48
H 1.67264 0.57704 -3.05723 -0.26 0.18 -0.30
Br 1.28434 -1.23182 -5.85177 0.05 0.17 -0.44
C 1.85357 -3.07242 -5.96698 -0.38 -0.31 1.26
C 2.28067 -3.45731 -4.56658 0.16 -0.88 0.36
Br 2.50823 -5.41796 -4.56025 0.03 0.05 0.03
H 2.68784 -3.23068 -6.59814 0.81 0.45 -0.88
H 1.05067 -3.68765 -6.35977 -0.27 0.18 0.25
H 1.58794 -3.26593 -3.75064 -0.22 0.17 -0.34
H 3.25712 -3.07143 -4.26357 -0.21 0.11 -0.29
Br -1.86925 -5.93358 -2.32868 -0.20 0.15 -0.13
C -0.44849 -7.15936 -1.81550 1.41 1.96 -0.15
C 0.66427 -6.28386 -1.11762 -1.70 -1.49 0.82
Br 1.81584 -7.59500 -0.13631 -0.32 0.62 -0.46
H -0.01945 -7.49220 -2.73391 -0.03 -0.69 -0.56
H -0.92045 -7.93234 -1.24516 0.18 -0.25 0.48
H 0.11002 -5.67823 -0.36642 1.06 -0.16 -0.44
H 1.29967 -5.73363 -1.82343 -0.41 -0.16 0.34
C 5.49917 -0.35253 1.92764 0.41 -2.85 0.52
C 4.98008 -0.06451 3.28671 2.50 -0.18 1.89
O 3.63636 -0.10929 3.43662 -2.81 -0.61 0.13
H 5.14211 0.28747 1.21516 -0.60 2.03 -1.80
H 5.15690 -1.35437 1.55710 0.26 0.56 0.57
H 6.57884 -0.39777 1.94049 0.34 0.22 -0.15
H 5.32805 0.87261 3.70702 0.41 0.69 -0.41
H 5.44211 -0.77018 4.03137 -0.59 0.12 -0.71
H 3.16370 0.64882 3.04847 0.09 0.15 -0.12
C -1.88050 -3.30015 -5.42969 -0.84 0.85 -0.82
C -2.32283 -2.04536 -4.62620 -0.58 -1.40 -1.48
O -3.63128 -1.61750 -5.04617 -0.44 0.06 -0.09
H -1.89674 -3.01513 -6.53573 0.33 -0.52 1.34
H -2.56163 -4.14879 -5.29563 0.02 0.25 0.05
H -0.89918 -3.61855 -5.09792 0.31 -0.01 -0.16
H -1.65417 -1.24890 -4.92143 0.53 0.05 0.81
H -2.40782 -2.32154 -3.55626 0.28 0.71 -0.51
H -3.62007 -1.26710 -5.96039 0.25 -0.37 0.84
C -5.96394 -2.83395 -0.79780 0.65 -1.35 -0.50
C -4.97905 -2.72764 -1.95053 1.89 2.43 0.02
O -4.90864 -1.27210 -2.32755 -0.42 -1.19 1.74
H -5.61265 -2.28610 0.08154 -0.07 -0.15 -0.15
H -6.03831 -3.91747 -0.59830 0.05 0.37 0.45
H -6.96710 -2.53272 -1.06141 -0.14 0.39 -0.25
H -5.15864 -3.27027 -2.86566 -0.72 -0.37 -0.09
H -3.90152 -3.00644 -1.67568 -1.48 0.17 0.11
H -4.73942 -1.18364 -3.25035 0.39 -0.10 -1.33
C 4.81002 -4.53508 -1.83323 2.03 -1.29 0.38
C 5.60874 -4.06181 -0.65173 -1.39 0.93 2.04
O 5.53736 -4.95252 0.49095 -0.49 1.49 -0.35
H 3.78842 -4.70838 -1.54104 -0.50 0.20 -0.30
H 5.30155 -5.55577 -2.05498 -1.00 1.48 -0.47
H 5.01178 -3.76117 -2.59120 -0.60 -0.71 -0.26
H 5.26321 -3.06523 -0.27067 0.01 -0.83 -0.30
H 6.61857 -3.89905 -0.89910 1.47 0.03 -0.53
H 5.87564 -5.77539 0.18823 0.43 -1.24 -0.22
C -2.09509 4.96564 4.51951 1.82 -0.30 0.30
C -2.02465 3.52254 4.13319 0.90 -1.15 -0.03
O -0.70619 3.20024 3.66346 -0.40 3.74 0.21
H -1.43331 5.18444 5.37163 -0.10 -0.19 -0.18
H -3.06300 5.25668 4.80828 -1.35 0.42 0.11
H -1.71622 5.54781 3.68829 -0.21 0.36 -0.23
H -2.72018 3.26684 3.35941 -0.63 0.10 -0.65
H -2.21513 2.81701 4.93035 -0.35 0.09 0.65
H -0.58177 2.28760 3.57765 0.09 -3.00 -0.07
C -1.12410 3.63356 0.13557 2.26 -0.42 -0.48
C -0.75631 2.21889 0.56648 -0.79 -0.72 0.12
O -0.03153 1.40764 -0.39789 -0.19 0.16 0.37
H -0.12282 4.10666 -0.09194 -1.23 -0.26 -0.28
H -1.40377 4.17106 1.01755 -0.73 0.22 0.57
H -1.83514 3.73377 -0.68579 0.16 -0.10 0.12
H -1.61042 1.61569 0.93049 -0.06 0.43 -0.39
H -0.09805 2.27420 1.40458 0.45 0.33 0.59
H 0.12753 0.58876 0.11175 0.37 0.02 -0.26
C 2.49862 5.30469 -2.75927 -0.21 -0.53 -0.47
C 1.18184 4.54725 -2.53686 2.42 -0.88 -0.15
O 1.11982 3.51699 -3.51147 0.65 -0.35 -0.10
H 2.60433 5.52366 -3.83987 0.08 -0.20 0.53
H 3.26597 4.58190 -2.43824 0.20 0.64 -0.26
H 2.59510 6.26017 -2.22134 -0.16 -0.50 0.09
H 0.37454 5.14146 -2.68148 -2.60 2.17 -0.23
H 1.17520 4.18957 -1.51334 -0.12 -0.32 -0.03
H 0.30692 3.00006 -3.41262 -0.23 -0.01 0.41
C 2.11661 6.40625 4.36820 2.25 -0.68 -0.21
C 2.01173 4.91713 4.58775 0.16 0.43 -0.72
O 1.61041 4.40673 3.31705 -0.36 -0.76 -0.20
H 2.54951 6.91194 5.21945 0.00 0.35 0.25
H 1.21812 6.83791 4.05267 -1.54 0.63 -0.19
H 2.81290 6.49341 3.50312 -0.29 0.24 0.61
H 1.29663 4.61796 5.31454 -0.81 -0.09 0.81
H 2.98097 4.52701 4.95340 -0.30 -0.14 -0.68
H 0.63325 4.19127 3.32053 0.88 0.07 0.43
C -0.89024 -2.42569 0.13408 0.54 0.69 -0.60
C -1.01522 -1.44692 1.31410 0.13 -0.65 -2.39
O 0.22357 -0.76552 1.47668 -0.83 1.32 -0.01
H -1.89664 -2.70427 -0.22440 0.57 -0.16 0.04
H -0.26126 -3.28782 0.38454 -0.56 -0.03 0.11
H -0.29981 -1.90460 -0.66904 -0.93 -0.37 0.43
H -1.26112 -2.00725 2.16518 -0.44 -0.52 1.58
H -1.86384 -0.78710 1.04452 0.83 0.31 0.55
H 0.97371 -1.36926 1.61317 0.18 -0.52 0.29
C -6.56066 2.18150 -0.55136 0.27 0.54 2.41
C -5.15636 2.32749 -1.17279 -1.60 -0.54 -0.42
O -4.32786 1.20202 -0.81191 -0.18 0.53 -0.19
H -7.02913 1.16489 -0.66550 0.25 1.24 -0.34
H -7.22270 3.09093 -0.68480 0.50 -1.30 -0.60
H -6.34316 2.28787 0.55463 -0.43 -0.50 -0.79
H -4.75296 3.26715 -0.77072 0.47 -0.55 -0.16
H -5.34246 2.47096 -2.25442 0.86 -0.38 0.19
H -4.55680 0.36513 -1.28042 -0.14 0.71 -0.16
C 2.85768 3.66043 0.47499 -0.59 0.51 -1.57
C 3.30144 2.64025 1.43396 2.55 -1.27 0.14
O 2.21110 2.06153 2.07785 -0.26 -0.88 0.39
H 2.33920 4.47603 0.96315 -0.30 0.09 0.18
H 2.15794 3.12155 -0.21202 0.44 0.78 0.40
H 3.67052 4.13070 -0.09729 -0.07 -0.40 0.05
H 4.02428 3.07742 2.22558 -0.67 -0.80 -1.29
H 3.75872 1.76989 0.83418 -0.05 1.36 1.10
H 1.87582 2.81220 2.57280 -0.61 0.41 0.89
C -1.66806 -0.44407 5.72303 0.25 -1.18 -0.50
C -0.36320 -0.05840 4.97751 -1.13 1.04 0.81
O -0.58404 0.53204 3.70202 0.96 -1.31 -1.55
H -2.54720 0.16312 5.53814 0.32 0.79 0.10
H -1.50435 -0.61621 6.78940 0.17 0.62 0.04
H -2.03022 -1.40992 5.42518 -0.06 -0.79 -0.59
H 0.33342 -0.87658 4.86427 0.13 -0.31 0.33
H 0.03183 0.72054 5.63228 0.74 -0.01 -0.15
H -0.04003 0.01769 2.97272 -1.36 1.22 1.41
C 2.15483 -4.35050 1.28693 0.01 0.14 -1.99
C 2.94301 -3.29379 1.99699 0.66 -0.39 0.44
O 2.15816 -2.21883 2.57309 0.44 -1.59 -0.65
H 1.48099 -4.92505 1.91347 -0.21 0.11 0.19
H 2.92133 -5.07389 0.87697 -0.90 0.78 0.32
H 1.58573 -3.88525 0.41306 0.68 -0.78 1.02
H 3.67395 -2.88612 1.28892 -0.19 0.13 0.05
H 3.55223 -3.88512 2.72049 -0.37 0.95 0.23
H 2.81404 -1.56495 2.85909 0.02 0.64 0.38
C -2.23893 1.60576 -4.74100 0.83 0.06 -0.96
C -1.36960 0.90755 -3.69295 -0.05 -1.69 -0.49
O -1.05219 1.82151 -2.69484 0.97 -0.41 1.17
H -1.98868 2.63580 -5.03369 0.80 -0.29 0.43
H -3.21172 1.72220 -4.39320 -1.89 0.00 0.99
H -2.36077 1.09454 -5.69989 0.36 -0.42 0.15
H -0.46461 0.42468 -4.14547 -0.15 0.76 -0.03
H -1.86979 -0.04801 -3.30295 0.05 1.65 -0.10
H -0.56983 1.38687 -1.88263 -1.11 0.94 -1.23
C -5.01620 0.23979 4.03239 0.64 -1.12 -0.31
C -4.46792 0.75199 2.69095 1.14 -2.18 2.03
O -5.03653 -0.05912 1.70602 -0.65 0.13 -0.03
H -4.55126 -0.75333 4.21493 -0.38 0.49 0.03
H -6.08440 0.07545 3.95720 -0.26 0.10 -0.07
H -4.82084 0.85155 4.90433 0.19 0.37 0.00
H -3.38076 0.57622 2.67562 0.04 0.24 0.18
H -4.59106 1.79122 2.66923 -0.77 1.74 -0.89
H -4.87636 0.38453 0.87718 0.16 0.24 -1.00
```
Forces are in eV/Å.

Löwdin atomic charge list, values in e, 8 entries: atom 1 (Br): 0.6701, atom 2 (C): -0.7255, atom 3 (C): -0.6434, atom 4 (Br): 0.7091, atom 5 (H): 0.0749, atom 6 (H): 0.0047, atom 7 (H): 0.0386, atom 8 (H): 0.0281

DFT (ωB97M-V/def2-TZVPD) results for a cluster of 3 separate species, C21H49N5O9P3S in total.

Calculated values
LUMO ... -3.818 eV
Gap between HOMO and LUMO ... 7.68 eV
Charge ... +1
HOMO level ... -0.422 Eh
Multiplicity ... 1

XYZ file:
```
88
Properties=species:S:1:pos:R:3:forces:R:3
C -3.24546 -1.28537 5.13828 -0.80 0.00 -0.69
C -4.26447 -1.46737 3.90314 -1.37 2.67 0.42
O -5.08692 -0.52670 3.73320 2.28 -3.27 0.44
N -4.29051 -2.65221 3.05140 0.02 2.12 -0.39
C -5.41987 -2.50172 2.09339 -1.19 -0.13 -0.75
C -2.97768 -2.84710 2.32983 -0.22 -0.88 0.79
C -2.39991 -4.25836 2.83624 1.09 0.30 0.07
C -0.92464 -4.57779 2.31298 -0.10 0.45 -0.46
C -0.86694 -5.04744 0.76311 0.64 -0.20 1.17
N 0.23888 -4.23247 0.13025 -2.10 -0.45 -0.65
C -0.03478 -3.18624 -0.64671 1.46 1.16 -0.94
N 1.07838 -2.42349 -1.18407 -5.30 2.39 -1.45
C 0.40695 -1.36678 -1.91647 -0.77 -4.38 2.91
N -0.99231 -1.59401 -1.79893 -0.05 2.10 -1.27
P -2.37834 -0.71704 -2.48027 0.02 1.92 -2.44
S -1.93828 0.30909 -4.07106 0.12 -0.57 0.86
N -1.32752 -2.68586 -1.04223 5.14 -1.82 1.59
H -3.71669 -1.80078 6.04120 0.86 0.39 -1.28
H -3.24673 -0.16726 5.38863 0.12 -1.68 -0.58
H -2.20270 -1.65922 4.89503 -1.28 0.34 0.56
H -6.40927 -2.41519 2.64999 1.45 -0.08 -0.68
H -5.32383 -1.57471 1.42855 -0.04 -1.07 0.96
H -5.51177 -3.40052 1.39672 0.40 0.94 1.11
H -2.31358 -1.96093 2.58353 -0.38 -1.30 -0.47
H -3.21852 -2.82550 1.21868 0.45 -0.06 1.24
H -3.07432 -5.11709 2.52458 0.52 1.20 0.62
H -2.33703 -4.16812 3.98065 -0.34 -0.36 -1.73
H -0.31134 -3.61065 2.40260 -0.81 -1.39 -0.15
H -0.36729 -5.36758 2.90781 -0.99 0.98 -0.47
H -1.85534 -4.92910 0.21784 1.29 0.08 0.56
H -0.59321 -6.16126 0.70013 -0.36 1.76 -0.04
H 1.20840 -4.49485 0.33188 -0.56 0.48 -0.35
H 0.90288 -0.51272 -2.47996 -1.04 -1.31 0.79
H -3.32962 -1.74953 -2.84178 0.73 0.23 1.11
H -2.94641 0.19453 -1.51421 0.40 -1.28 0.12
H -2.25495 -3.07192 -0.81182 0.74 0.75 -0.49
O 6.52136 -2.06554 -3.78629 0.22 -2.98 -3.25
P 5.79865 -1.56176 -5.03982 -2.04 7.51 3.95
O 6.60554 -0.12174 -5.18393 0.21 -0.99 -0.55
C 7.94354 -0.14810 -5.66523 0.44 0.19 -0.24
C 7.98094 -0.38267 -7.16376 -0.04 -0.06 -0.09
O 4.48165 -0.99436 -4.19620 -0.36 -0.92 -0.69
C 4.04466 -1.60766 -2.99254 0.11 0.28 0.34
C 4.45773 -0.74983 -1.81190 0.08 0.08 0.12
O 4.98041 -1.17475 -6.49018 1.87 -2.61 0.61
C 3.60341 -0.83221 -6.58924 -0.91 -0.23 -0.40
C 3.41631 0.66529 -6.42949 0.32 0.20 0.22
H 8.52297 -0.91000 -5.13563 -0.03 0.03 0.05
H 8.38748 0.82389 -5.43739 -0.18 -0.05 0.11
H 7.61444 -1.38450 -7.40974 0.06 0.01 -0.03
H 8.99964 -0.28709 -7.54606 -0.05 -0.03 0.04
H 7.33817 0.33123 -7.68380 0.09 -0.01 0.07
H 4.41279 -2.63143 -2.90062 0.09 0.14 0.01
H 2.95137 -1.66529 -3.03315 0.01 -0.01 -0.18
H 5.54094 -0.61634 -1.77770 -0.07 -0.17 -0.05
H 4.13022 -1.19631 -0.86989 0.00 0.01 -0.03
H 4.02194 0.24973 -1.89742 -0.04 -0.08 0.00
H 2.98737 -1.40883 -5.89811 0.13 0.13 0.08
H 3.28078 -1.11694 -7.59494 0.22 -0.10 0.00
H 3.74904 1.01718 -5.45172 -0.06 -0.15 -0.02
H 2.36487 0.93643 -6.55621 0.05 -0.11 -0.07
H 4.00906 1.20310 -7.17371 -0.13 -0.10 -0.03
O -1.18683 2.47973 2.37667 -0.97 -2.85 3.27
P -1.93862 3.24700 3.47255 0.30 7.81 -4.53
O -3.17498 3.81056 2.52268 -0.06 -1.02 0.56
C -4.18163 2.89154 2.12513 -0.51 -0.01 -0.07
C -5.12698 2.58177 3.26993 -0.03 0.03 0.10
O -0.95790 4.58428 3.37891 -0.07 -0.83 1.06
C 0.41565 4.48587 3.02092 0.31 0.26 -0.35
C 0.59897 4.95325 1.58999 -0.07 0.00 -0.18
O -2.72243 3.96966 4.80792 0.64 -3.32 -0.51
C -2.25332 5.11404 5.51376 0.41 0.49 0.98
C -2.79365 6.38389 4.88315 -0.15 -0.07 -0.45
H -3.72585 1.97478 1.73685 0.04 -0.02 -0.03
H -4.73883 3.35717 1.30815 0.18 0.09 0.03
H -4.60747 2.04192 4.06689 -0.10 -0.06 -0.05
H -5.96113 1.96633 2.92680 0.10 -0.03 0.07
H -5.52111 3.50152 3.70847 0.04 -0.03 -0.14
H 0.80350 3.47651 3.17181 -0.14 0.04 -0.12
H 0.97555 5.14520 3.69153 -0.15 0.01 0.05
H 0.00099 4.35652 0.89715 0.08 -0.10 0.13
H 1.64743 4.89192 1.28964 -0.03 0.03 0.03
H 0.26281 5.98768 1.48256 0.10 -0.05 0.08
H -1.16706 5.12073 5.60708 -0.10 0.03 -0.20
H -2.64600 5.03756 6.53185 -0.07 -0.23 -0.09
H -2.45905 6.50286 3.85162 0.11 -0.06 0.12
H -2.47636 7.26029 5.45361 0.00 -0.14 0.06
H -3.88620 6.35920 4.85689 0.08 0.00 0.14
```
Forces are in eV/Å.

Löwdin atomic charge list, values in e, 8 entries: atom 1 (C): 0.0040, atom 2 (C): -0.3911, atom 3 (O): 0.0090, atom 4 (N): -0.1327, atom 5 (C): -0.1037, atom 6 (C): -0.1796, atom 7 (C): -0.1620, atom 8 (C): -0.1690

DFT (ωB97M-V/def2-TZVPD) results for an isolated molecule of C6H13N3O2S2.

Calculated values
LUMO ... 0.408 eV
Gap between HOMO and LUMO ... 9.01 eV
Charge ... 0
SMILES ... CSSN1CCN(NC(=O)O)CC1
HOMO level ... -0.316 Eh
Multiplicity ... 1

XYZ file:
```
26
Properties=species:S:1:pos:R:3:forces:R:3
O 5.42155 0.40943 1.32048 -0.95 -0.98 2.63
O 3.64175 0.43101 2.94076 1.01 -0.13 -2.28
S -1.87313 0.95406 -1.35020 -4.26 -0.09 -1.25
S -3.27150 -0.23872 -0.26317 0.20 0.54 -0.72
C 4.25508 0.30530 1.69579 0.56 1.89 -2.06
N 3.37598 0.37544 0.60914 -1.78 -0.34 0.44
N -0.60993 0.75867 -0.43956 5.85 -1.08 1.66
N 1.94634 0.34840 0.76808 2.50 -1.29 0.23
C -3.66476 0.76187 1.19838 -0.10 0.24 0.67
C 0.16643 -0.53933 -0.79202 0.08 -1.47 0.42
C 0.33304 1.93265 -0.27337 0.83 -0.54 1.74
C 1.26597 -0.97869 0.30270 0.01 3.34 -1.66
C 1.26588 1.67907 1.02042 -0.03 -1.34 -2.79
H 2.74455 0.68990 2.62659 0.11 -0.57 0.68
H 3.86724 0.24474 -0.29671 -0.92 0.30 0.88
H -2.83364 0.61064 1.96973 -1.35 0.50 -0.96
H -3.77743 1.82762 0.85768 0.21 -1.01 0.63
H -4.67200 0.39966 1.59686 1.45 0.43 -0.44
H -0.56654 -1.36345 -0.71647 -0.13 0.61 0.04
H 0.50548 -0.69469 -1.88244 -0.10 1.23 1.45
H -0.11011 2.90341 -0.05990 -0.93 -0.27 -0.42
H 0.94327 2.01639 -1.17344 0.23 0.09 0.08
H 2.00679 -1.75222 -0.11077 -0.91 1.60 0.66
H 0.74352 -1.37842 1.13876 -0.36 -0.46 0.71
H 0.60514 1.54955 1.87961 0.02 0.27 0.06
H 2.04962 2.50629 1.19168 -1.20 -1.47 -0.41
```
Forces are in eV/Å.

Löwdin atomic charge list, values in e, 8 entries: atom 1 (O): 0.0497, atom 2 (O): 0.0882, atom 3 (S): 0.5762, atom 4 (S): 0.4430, atom 5 (C): -0.5213, atom 6 (N): 0.0312, atom 7 (N): -0.6363, atom 8 (N): -0.1863

no.,calculated total energy (hartree)
1,-8532.6123
2,-18005.3270
3,-3202.3338
4,-1347.4336